# 1
The following is a DFT calculation (ωB97M-V/def2-TZVPD) of an isolated ion of composition C2H9N4 and charge +1.

Summary:
**Highest occupied orbital energy**: -14.08 eV
**Kohn-Sham gap**: 10.85 eV
**ΔE to the lowest compared entry with this formula, charge and spin**: 233.95 kJ/mol
**Multiplicity**: 1
**Charge**: +1

Element x y z (Å)
C -0.369 -1.026 -1.402
N -0.345 0.138 -0.560
N -1.544 0.400 0.056
C 0.791 0.464 0.485
N 0.422 1.399 1.319
N 1.896 -0.279 0.587
H -0.818 -1.913 -0.843
H -1.232 -0.797 -2.203
H 0.617 -1.229 -1.798
H -1.940 -0.569 0.339
H -2.174 0.872 -0.523
H -0.634 1.634 1.269
H 0.952 1.952 1.936
H 2.281 -0.132 1.457
H 2.095 -0.915 -0.118

Cartesian forces (eV/Å) of the 3 atoms listed first:
-2.55 -0.62 -0.45
3.64 1.85 2.47
-0.49 -2.87 2.06

In the natural (NBO) picture, each atom carries the following charge in e: -0.437 -0.266 -0.661 0.693 -0.760 -0.738 0.192 0.248 0.219 0.359 0.383 0.469 0.436 0.427 0.435

# 2
The following is a DFT calculation (ωB97M-V/def2-TZVPD) of one molecule with the formula C22H17N5O3S2.

Summary:
**Highest occupied orbital energy**: -7.59 eV
**Kohn-Sham gap**: 6.51 eV
**ΔE to the lowest compared entry with this formula, charge and spin**: 597.06 kJ/mol
**Multiplicity**: 1

Element x y z (Å)
O -0.317 -8.375 7.351
C -0.882 -7.613 6.541
C -0.255 -6.459 5.873
C -0.931 -5.597 4.983
C -0.244 -4.330 4.443
C 0.960 -3.820 4.674
C 1.130 -2.511 4.005
C 0.114 -2.171 3.191
C 0.113 -1.072 2.175
O -0.903 -0.925 1.459
N 1.220 -0.178 2.029
C 1.556 0.579 0.951
C 2.721 1.419 1.008
C 3.019 2.417 0.152
C 2.227 2.501 -1.054
C 1.182 1.626 -1.198
N 0.446 1.456 -2.346
C 0.203 2.290 -3.387
N -0.642 1.714 -4.201
C -1.126 2.619 -5.170
C -0.672 3.911 -4.985
C -1.023 5.117 -5.808
C -0.222 6.286 -5.815
C -0.640 7.433 -6.550
C -1.812 7.255 -7.350
N -2.675 6.159 -7.185
C -2.216 5.059 -6.497
S 0.530 4.007 -3.699
C 0.796 0.673 -0.236
S -1.172 -3.313 3.366
N -2.081 -8.112 6.005
O -2.393 -9.412 6.567
H 0.752 -6.300 6.123
H -1.851 -6.003 4.705
H 1.775 -4.358 5.200
H 2.086 -1.990 4.084
H 1.891 -0.150 2.812
H 3.422 1.063 1.781
H 3.849 3.100 0.408
H 2.598 3.272 -1.807
H -0.035 0.592 -2.637
H -1.855 2.234 -5.883
H 0.554 6.377 -5.096
H -0.093 8.407 -6.594
H -1.934 8.090 -7.900
H -2.843 4.206 -6.471
H -0.085 0.065 -0.501
H -2.444 -7.726 5.167
H -1.800 -9.511 7.316

Cartesian forces (eV/Å) of the 3 atoms listed first:
-0.18 2.15 -0.33
-0.55 -3.46 -1.09
-2.64 2.47 -2.00

In the natural (NBO) picture, each atom carries the following charge in e: -0.627 0.579 -0.243 -0.143 -0.216 -0.249 -0.186 -0.312 0.658 -0.575 -0.597 0.179 -0.275 -0.174 -0.316 0.242 -0.611 0.262 -0.515 -0.023 -0.256 -0.094 -0.176 -0.235 0.017 -0.396 0.040 0.356 -0.283 0.498 -0.341 -0.536 0.221 0.200 0.235 0.217 0.401 0.196 0.228 0.225 0.437 0.222 0.210 0.225 0.188 0.201 0.246 0.393 0.503

# 3
The following is a DFT calculation (ωB97M-V/def2-TZVPD) of C31H50CaN3OP2 as an isolated structure.

Summary:
**Highest occupied orbital energy**: -9.82 eV
**Kohn-Sham gap**: 6.18 eV
**ΔE to the lowest compared entry with this formula, charge and spin**: 420.33 kJ/mol
**Multiplicity**: 1
**Charge**: +1

Element x y z (Å)
C -1.906 -1.911 -0.378
C 0.194 -1.614 -1.437
C -2.307 -2.805 -1.378
C -0.175 -2.489 -2.473
C -1.426 -3.107 -2.429
H -3.309 -3.241 -1.340
H 0.519 -2.672 -3.298
H -1.729 -3.802 -3.218
N -0.654 -1.369 -0.394
P -2.404 0.334 1.197
P 2.170 -0.600 0.284
C -2.834 -1.441 0.714
H -3.887 -1.595 0.421
H -2.650 -2.017 1.641
C 0.432 1.511 2.347
O 0.728 2.402 3.055
C 1.429 -0.767 -1.461
H 2.135 -1.110 -2.231
C 3.611 0.668 0.066
C 2.887 -2.328 0.695
C -3.205 1.439 -0.147
C -3.332 0.572 2.855
C 3.210 2.019 0.701
H 3.285 1.979 1.799
H 3.916 2.787 0.334
H 2.188 2.328 0.445
C 4.864 0.187 0.828
H 4.680 0.135 1.915
H 5.236 -0.789 0.482
H 5.670 0.926 0.663
C 3.947 0.886 -1.424
H 4.986 1.258 -1.504
H 3.876 -0.039 -2.017
H 3.291 1.646 -1.878
C 3.503 -2.299 2.112
H 3.146 -1.426 2.681
H 3.181 -3.209 2.652
H 4.602 -2.288 2.103
C 1.718 -3.339 0.724
H 0.817 -2.916 1.193
H 1.458 -3.702 -0.282
H 2.036 -4.212 1.324
C 3.913 -2.821 -0.344
H 4.037 -2.096 -1.168
H 4.903 -3.023 0.093
H 3.547 -3.767 -0.787
C -3.062 2.000 3.374
H -3.009 1.972 4.478
H -2.098 2.384 2.999
H -3.857 2.709 3.097
C -2.752 -0.418 3.884
H -2.723 -1.452 3.506
H -1.733 -0.134 4.186
H -3.401 -0.405 4.780
C -4.847 0.303 2.741
H -5.167 -0.289 3.619
H -5.452 1.220 2.719
H -5.085 -0.294 1.844
C -2.500 1.125 -1.485
H -3.219 0.949 -2.303
H -1.882 1.999 -1.765
H -1.830 0.258 -1.390
C -2.885 2.904 0.231
H -1.841 2.977 0.581
H -3.003 3.536 -0.669
H -3.560 3.295 1.008
C -4.718 1.243 -0.351
H -4.968 0.202 -0.624
H -5.309 1.528 0.533
H -5.044 1.890 -1.188
Ca -0.002 0.085 1.123
N 0.245 1.231 -0.685
C 0.855 0.688 -1.671
C 0.990 1.335 -3.006
C 1.001 2.748 -3.064
C 1.097 0.616 -4.216
C 1.120 3.414 -4.286
H 0.911 3.291 -2.119
C 1.212 1.285 -5.443
H 1.082 -0.478 -4.209
C 1.226 2.686 -5.484
H 1.131 4.509 -4.309
H 1.290 0.708 -6.370
H 1.319 3.208 -6.442
N -0.024 -1.544 2.947
H -0.223 -1.351 3.943
H 0.977 -1.804 3.038
H -0.558 -2.408 2.708

Cartesian forces (eV/Å) of the 3 atoms listed first:
0.93 -0.35 -0.96
-1.09 -0.55 0.31
0.05 0.12 0.05

In the Mulliken picture, each atom carries the following charge in e: 0.095 -0.945 -1.107 -0.998 -1.145 0.530 0.584 0.442 1.170 -0.923 -0.800 -1.499 0.722 0.580 -1.040 -0.327 -0.010 1.525 2.278 2.312 2.324 2.585 -1.774 0.295 0.500 0.227 -1.646 0.305 0.276 0.543 -1.685 0.596 0.134 0.343 -1.770 0.337 0.393 0.383 -1.816 -0.104 0.317 0.787 -1.602 0.314 0.437 0.347 -1.748 0.467 0.258 0.329 -1.926 0.449 0.106 0.690 -1.530 0.321 0.389 0.316 -1.465 0.346 0.331 -0.062 -1.769 0.292 0.520 0.332 -1.737 0.362 0.290 0.515 3.361 -0.617 0.545 -0.048 -0.049 -0.230 -0.908 0.351 -0.919 0.286 -0.479 0.395 0.411 0.399 -0.658 0.267 0.064 0.264

# 4
The following is a DFT calculation (ωB97M-V/def2-TZVPD) of one molecule with the formula C18H26N2O5.

Summary:
**Highest occupied orbital energy**: -8.31 eV
**Kohn-Sham gap**: 9.04 eV
**ΔE to the lowest compared entry with this formula, charge and spin**: 0.00 kJ/mol
**Multiplicity**: 1

Element x y z (Å)
C 8.200 0.293 -0.393
C 7.352 0.727 0.794
O 5.974 0.825 0.448
C 5.264 -0.334 0.460
O 5.748 -1.400 0.762
C 3.887 -0.098 0.081
N 3.430 1.163 -0.239
C 2.124 1.128 -0.543
C 1.349 2.345 -0.877
C 1.702 -0.197 -0.420
C 0.336 -0.671 -0.588
O -0.146 -1.654 -0.073
O -0.369 0.129 -1.423
C -1.762 -0.102 -1.431
C -2.360 0.575 -0.184
O -1.692 1.382 0.436
N -3.617 0.243 0.163
C -4.139 0.765 1.416
C -5.538 1.339 1.232
C -6.457 0.261 0.669
C -5.879 -0.244 -0.647
C -4.436 -0.754 -0.508
C -4.350 -2.104 0.209
C 2.817 -0.974 -0.013
C 2.829 -2.436 0.236
H 9.249 0.286 -0.109
H 7.912 -0.707 -0.705
H 8.062 0.978 -1.227
H 7.460 0.009 1.614
H 7.632 1.726 1.135
H 4.016 1.983 -0.216
H 0.374 2.302 -0.394
H 1.179 2.406 -1.951
H 1.880 3.238 -0.552
H -2.149 0.356 -2.344
H -1.946 -1.181 -1.422
H -3.441 1.532 1.756
H -4.162 -0.037 2.162
H -5.907 1.700 2.192
H -5.497 2.184 0.542
H -6.545 -0.558 1.384
H -7.457 0.663 0.499
H -6.494 -1.050 -1.050
H -5.886 0.577 -1.368
H -4.048 -0.882 -1.523
H -4.821 -2.065 1.186
H -4.847 -2.869 -0.382
H -3.308 -2.387 0.342
H 2.767 -2.975 -0.709
H 1.963 -2.715 0.831
H 3.747 -2.720 0.741

Cartesian forces (eV/Å) of the 3 atoms listed first:
-0.36 0.07 0.20
0.54 -0.20 0.11
-0.37 0.05 -0.13

In the natural (NBO) picture, each atom carries the following charge in e: -0.634 -0.073 -0.533 0.772 -0.607 -0.064 -0.470 0.274 -0.665 -0.287 0.807 -0.613 -0.501 -0.182 0.673 -0.639 -0.443 -0.228 -0.405 -0.402 -0.402 -0.029 -0.630 0.076 -0.655 0.215 0.226 0.207 0.200 0.185 0.429 0.276 0.231 0.209 0.214 0.220 0.252 0.186 0.214 0.201 0.197 0.213 0.213 0.204 0.207 0.207 0.214 0.229 0.223 0.241 0.245

# 5
The following is a DFT calculation (ωB97M-V/def2-TZVPD) of C22H37N2PPtSi as an isolated structure.

Summary:
**Highest occupied orbital energy (spin up / spin down)**: -5.16 / -6.44 eV
**Kohn-Sham gap (spin up / spin down)**: 5.45 / 3.58 eV
**⟨S²⟩**: 2.01
**Multiplicity**: 3

Element x y z (Å)
C 2.904 -1.696 -3.444
C 3.248 -0.632 -2.625
C 2.305 -0.054 -1.775
C 1.057 -0.660 -1.628
C 0.689 -1.712 -2.467
C 1.620 -2.244 -3.366
C 2.692 1.219 -1.089
C 1.515 2.117 -0.718
N 0.657 2.550 -1.762
Pt -0.290 -0.048 -0.144
C -0.712 -2.253 -2.390
P -1.793 -0.981 -1.593
H 4.249 -0.197 -2.661
H 1.314 -3.065 -4.012
H 3.624 -2.107 -4.147
H -0.784 -3.175 -1.795
H -1.118 -2.477 -3.384
H 3.227 0.976 -0.154
H 3.386 1.802 -1.714
H 0.846 1.548 0.015
C -3.128 -1.912 -0.810
C -2.592 -0.258 -3.074
H 1.869 3.006 -0.166
C 0.731 2.158 -3.144
C -0.113 3.739 -1.499
H -1.192 0.200 1.210
H 0.665 3.061 -3.769
H 1.641 1.608 -3.394
H -0.138 1.533 -3.404
H -0.167 4.361 -2.406
H -1.145 3.485 -1.204
H 0.335 4.319 -0.677
H -3.276 -1.001 -3.510
H -3.161 0.630 -2.766
H -1.846 0.034 -3.825
H -3.586 -2.614 -1.523
H -2.772 -2.473 0.062
H -3.890 -1.192 -0.485
H -0.924 0.712 -1.542
C 0.049 -3.601 0.752
Si 0.593 -2.395 2.076
C -0.818 -2.023 3.254
C 1.942 -3.261 3.042
N 1.075 -0.831 1.380
C 1.978 -0.008 2.010
C 1.638 1.322 2.375
C 2.565 2.150 2.995
C 3.817 1.650 3.365
C 4.169 0.328 3.049
C 3.287 -0.480 2.346
H 0.054 -4.614 1.186
H 0.740 -3.604 -0.100
H -0.965 -3.411 0.380
H -0.960 -2.875 3.935
H -0.587 -1.134 3.858
H -1.757 -1.837 2.716
H 2.767 -3.580 2.391
H 2.361 -2.629 3.835
H 1.506 -4.161 3.505
H 0.616 1.657 2.181
H 2.287 3.185 3.211
H 4.521 2.290 3.898
H 5.131 -0.079 3.365
H 3.559 -1.500 2.057

Cartesian forces (eV/Å) of the 3 atoms listed first:
-0.20 -0.57 -0.03
0.02 0.32 -0.16
0.35 -0.88 -0.49

In the natural (NBO) picture, each atom carries the following charge in e: -0.234 -0.240 0.020 -0.317 -0.101 -0.211 -0.476 -0.264 -0.123 0.474 -0.752 1.100 0.202 0.204 0.211 0.253 0.220 0.267 0.212 0.261 -0.974 -0.968 0.239 -0.440 -0.434 -0.245 0.210 0.251 0.239 0.212 0.245 0.225 0.241 0.241 0.239 0.218 0.255 0.245 -0.143 -1.143 1.858 -1.143 -1.145 -1.082 0.164 -0.312 -0.197 -0.281 -0.218 -0.233 0.236 0.243 0.218 0.224 0.243 0.237 0.232 0.245 0.235 0.226 0.203 0.207 0.209 0.209

# 6
The following is a DFT calculation (ωB97M-V/def2-TZVPD) of one molecule with the formula C3H4ClIN2.

Summary:
**Highest occupied orbital energy**: -8.97 eV
**Kohn-Sham gap**: 9.39 eV
**ΔE to the lowest compared entry with this formula, charge and spin**: 188.99 kJ/mol
**Multiplicity**: 1

Element x y z (Å)
Cl 3.035 1.844 0.489
C 1.964 0.747 -0.235
N 0.748 0.960 -0.036
N -0.450 0.439 -0.235
C -0.755 -1.018 -0.404
C -1.377 -0.136 0.669
I -3.309 0.613 0.339
H 2.543 -0.009 -0.764
H 0.061 -1.645 -0.289
H -1.256 -1.489 -1.216
H -1.205 -0.306 1.683

Cartesian forces (eV/Å) of the 3 atoms listed first:
1.14 0.99 0.47
-1.33 -0.91 -0.62
0.15 0.89 2.24

In the natural (NBO) picture, each atom carries the following charge in e: 0.003 0.006 -0.246 -0.231 -0.297 -0.171 0.120 0.182 0.198 0.212 0.224

Q: Which value of multiplicity does entry 5 give?
A: 3

Q: Number 2 is which compound?
A: C22H17N5O3S2

Q: Look up the multiplicity of the first one.
A: 1

Q: multiplicity of number 2 (C22H17N5O3S2)?
A: 1